This record from OMol25 describes C14H36BaN3O8 as an isolated structure. The level of theory is ωB97M-V/def2-TZVPD.

XYZ file:
```
62
Properties=species:S:1:pos:R:3:lowdin_charge:R:1
Ba -0.59 0.29 -0.52 2.53
N 1.63 2.05 -1.59 -0.52
O 2.44 1.70 -2.39 0.09
O 0.55 1.55 -1.58 -0.40
O 1.91 3.00 -0.84 0.02
C -1.22 -1.18 -3.85 -0.09
C -2.09 -0.24 -3.02 -0.19
O -1.13 0.62 -2.35 -0.61
H -0.65 -0.82 -4.70 0.08
H -1.77 -1.99 -4.32 0.10
H -0.44 -1.64 -3.24 0.06
H -2.67 -0.84 -2.31 0.12
H -2.79 0.28 -3.67 0.13
H -0.84 1.33 -2.94 0.10
C -1.74 -1.89 2.15 -0.08
O -1.39 -0.63 1.65 -0.42
C -0.86 0.17 2.72 -0.15
C -0.90 1.69 2.24 -0.10
N 0.20 1.82 1.22 -0.24
C 0.24 3.20 0.92 -0.22
C -0.98 3.53 0.01 -0.14
O -1.22 2.49 -0.95 -0.43
C -2.05 2.95 -2.01 -0.06
H -1.74 -2.63 1.35 0.12
H -2.78 -1.81 2.45 0.11
H -1.14 -2.27 2.98 0.09
H 0.05 -0.22 3.19 0.10
H -1.57 0.05 3.53 0.14
H -0.63 2.31 3.10 0.14
H -1.90 1.84 1.84 0.13
H 0.98 1.76 1.84 0.09
H 1.10 3.42 0.29 0.04
H 0.23 3.88 1.77 0.13
H -0.79 4.46 -0.52 0.14
H -1.92 3.59 0.57 0.12
H -2.76 3.73 -1.73 0.12
H -2.59 2.10 -2.44 0.08
H -1.51 3.26 -2.90 0.11
C 1.34 -0.74 -3.55 -0.03
O 0.81 -0.93 -2.13 -0.43
C 1.73 -1.64 -1.26 -0.16
C 1.00 -2.07 0.01 -0.18
N 0.56 -0.96 0.85 -0.39
C 1.64 -0.44 1.68 -0.17
C 1.76 -1.40 2.86 -0.13
O 0.66 -2.35 3.14 -0.29
C 1.05 -3.57 3.74 -0.07
H 1.35 -1.71 -4.05 0.11
H 2.36 -0.36 -3.57 0.10
H 0.65 -0.04 -4.03 0.07
H 2.54 -0.94 -1.07 0.13
H 2.09 -2.58 -1.67 0.14
H 1.72 -2.63 0.61 0.12
H 0.35 -2.92 -0.22 0.14
H -0.14 -1.36 1.46 0.00
H 1.42 0.56 2.06 0.08
H 2.56 -0.33 1.11 0.15
H 1.87 -0.79 3.76 0.14
H 2.56 -2.10 2.61 0.12
H 1.51 -3.27 4.69 0.10
H 1.76 -4.14 3.14 0.09
H 0.18 -4.20 3.89 0.10
```

Results
**Total charge**: +1
**Gap between HOMO and LUMO**: 0.314 hartree
**Energy relative to the best compared isomer or geometry (same formula, charge and spin)**: 391.7 kcal per mole
**DFT total energy**: -1345.784817 Eh


This record from OMol25 describes C14H36BaNO3P2 as an isolated structure. The level of theory is ωB97M-V/def2-TZVPD.

XYZ file:
```
57
Properties=species:S:1:pos:R:3:lowdin_charge:R:1
C 1.39 0.41 3.63 -0.05
C 0.67 1.01 2.40 -0.36
O 0.56 0.01 1.44 -0.33
P -0.74 0.06 0.28 0.46
O -0.55 1.83 0.18 -0.34
C -0.91 -1.82 0.54 -0.29
C -1.57 -2.70 -0.52 -0.35
N -2.98 -3.03 -0.21 -0.03
C 0.37 -0.10 -1.23 -0.26
C 1.77 -0.67 -0.96 -0.22
C 2.83 0.39 -0.67 -0.18
C 4.21 -0.04 -1.17 -0.17
C 5.30 0.12 -0.09 -0.24
O 4.88 -0.31 1.19 -0.20
C 4.78 -1.72 1.32 -0.09
P -2.62 0.23 -0.94 0.94
C -2.43 1.14 -2.53 -0.42
C -2.18 2.65 -2.46 -0.15
C -4.01 1.05 0.03 -0.61
C -5.35 0.42 -0.42 -0.14
H 1.83 -0.53 3.36 0.07
H 0.65 0.18 4.39 0.06
H 2.10 1.10 4.07 0.07
H 1.26 1.85 2.06 0.11
H -0.31 1.38 2.76 0.04
H -1.64 0.25 1.51 -0.07
H -1.29 2.27 0.62 -0.03
H -1.47 -1.97 1.46 0.07
H 0.06 -2.23 0.75 0.07
H -1.46 -2.34 -1.54 0.08
H -1.05 -3.65 -0.48 0.10
H -3.54 -2.80 -1.02 0.04
H -3.31 -2.45 0.56 0.03
H 0.52 0.90 -1.62 0.07
H -0.09 -0.66 -2.04 0.07
H 1.78 -1.45 -0.20 0.09
H 2.09 -1.15 -1.88 0.11
H 2.56 1.29 -1.23 0.11
H 2.84 0.66 0.38 0.10
H 4.23 -1.07 -1.52 0.10
H 4.51 0.58 -2.01 0.11
H 5.62 1.15 -0.05 0.12
H 6.16 -0.48 -0.39 0.12
H 3.76 -2.01 1.52 0.08
H 5.43 -2.03 2.13 0.09
H 5.07 -2.23 0.40 0.08
H -3.37 1.00 -3.07 0.06
H -1.66 0.69 -3.15 0.07
H -2.83 3.15 -1.74 0.04
H -1.15 2.84 -2.18 0.06
H -2.32 3.10 -3.44 0.07
H -3.88 0.97 1.12 -0.28
H -4.07 2.11 -0.29 0.06
H -5.75 -0.26 0.31 0.07
H -5.18 -0.14 -1.33 0.06
H -6.06 1.21 -0.68 0.07
Ba -3.48 1.85 2.64 1.86
```

Results
**Total charge**: +1
**Gap between HOMO and LUMO**: 0.164 hartree
**DFT total energy**: -1543.234967 Eh


This record from OMol25 describes C14H36ClDyIOP3 as an isolated structure. The level of theory is ωB97M-V/def2-TZVPD.

XYZ file:
```
57
Properties=species:S:1:pos:R:3:mulliken_spin:R:1
C -1.87 3.25 -1.18 0.00
C -0.55 2.65 -0.91 0.00
H -2.56 2.46 -1.51 0.00
H -1.79 4.01 -1.97 0.00
H -2.26 3.71 -0.25 0.00
O -0.43 1.40 -0.71 0.00
I 2.53 1.40 0.42 0.00
Dy 0.10 -0.70 -0.02 4.92
P -0.77 0.20 2.53 0.02
C -1.70 -0.73 3.80 0.00
C 0.53 0.95 3.57 0.00
H 0.08 1.35 4.50 0.00
H -2.22 2.00 3.30 0.00
H 1.06 1.74 3.02 0.00
H -1.34 2.48 1.81 0.00
H -1.08 -1.54 4.18 0.00
H 1.27 0.17 3.82 0.00
C -1.87 1.66 2.32 0.00
H -1.98 -0.06 4.63 0.00
H -2.73 1.36 1.71 0.00
H -2.61 -1.16 3.35 0.00
P 1.28 -0.88 -2.64 0.03
C 1.20 -2.36 -3.72 0.00
C 0.43 0.35 -3.70 0.00
H 3.18 0.63 -2.51 0.00
H 3.26 -0.41 -3.98 0.00
H 3.67 -1.06 -2.36 0.00
C 3.02 -0.38 -2.91 0.00
H 0.61 1.37 -3.34 0.00
H 0.80 0.26 -4.73 0.00
H 1.36 -2.08 -4.77 0.00
H 0.21 -2.83 -3.61 0.00
H -0.65 0.15 -3.69 0.00
H 1.97 -3.08 -3.41 0.00
Cl 0.70 3.78 -1.01 0.00
C -0.11 -5.20 -1.35 0.00
C -1.42 -4.62 -0.82 0.00
P -1.24 -3.18 0.32 0.04
C -3.02 -2.82 0.72 0.00
C -3.80 -3.93 1.41 0.00
C -0.54 -3.98 1.86 0.00
C -0.93 -5.44 2.12 0.00
H 0.59 -5.48 -0.55 0.00
H -0.33 -6.12 -1.92 0.00
H 0.40 -4.51 -2.03 0.00
H -2.02 -4.25 -1.66 0.00
H -2.01 -5.41 -0.33 0.00
H -3.06 -1.89 1.31 0.00
H -3.49 -2.60 -0.25 0.00
H -3.46 -4.10 2.45 0.00
H -4.85 -3.64 1.47 0.00
H -3.75 -4.89 0.88 0.00
H 0.55 -3.91 1.74 0.00
H -0.79 -3.36 2.73 0.00
H -0.78 -6.08 1.24 0.00
H -0.31 -5.84 2.92 0.00
H -1.98 -5.54 2.44 0.00
```

Results
**Total charge**: +2
**2S+1**: 6
**Gap between HOMO and LUMO (alpha / beta)**: 0.243 / 0.243 hartree
**DFT total energy**: -3296.796161 Eh


This record from OMol25 describes C14H36F3O7PtS5 as an isolated structure. The level of theory is ωB97M-V/def2-TZVPD.

XYZ file:
```
66
Properties=species:S:1:pos:R:3:mulliken_spin:R:1
Pt 21.53 -27.76 -5.08 0.99
C 23.10 -23.51 -5.68 -0.05
O 23.87 -24.52 -6.29 0.00
O 22.11 -24.27 -5.09 0.89
C 23.97 -22.54 -4.66 0.08
F 23.24 -21.71 -3.96 0.00
F 24.62 -23.26 -3.82 0.01
F 24.83 -21.92 -5.42 0.01
C 25.05 -24.21 -7.14 0.00
C 25.52 -25.42 -7.93 0.00
H 25.96 -25.04 -8.85 0.00
H 26.21 -26.08 -7.41 0.00
H 24.64 -25.98 -8.24 0.00
H 25.85 -23.95 -6.45 0.00
H 24.94 -23.38 -7.83 0.00
H 22.78 -22.98 -6.58 0.07
C 19.31 -28.67 1.30 0.00
S 20.96 -29.00 0.54 0.00
O 21.10 -28.34 -0.80 0.00
C 22.04 -28.08 1.74 0.00
H 19.38 -29.13 2.29 0.00
H 18.45 -29.00 0.72 0.00
H 19.04 -27.62 1.45 0.00
H 21.74 -27.04 1.84 0.00
H 23.10 -28.22 1.51 0.00
H 21.93 -28.54 2.73 0.00
C 14.79 -27.36 -4.66 0.00
S 15.83 -28.76 -5.34 0.00
O 17.26 -28.52 -4.80 0.00
C 15.29 -30.06 -4.20 0.00
H 15.27 -26.51 -5.13 0.00
H 14.93 -27.34 -3.58 0.00
H 13.78 -27.49 -5.05 0.00
H 14.27 -30.38 -4.41 0.00
H 15.37 -29.70 -3.17 0.00
H 15.91 -30.94 -4.36 0.00
C 21.11 -27.19 -11.69 0.00
S 19.93 -27.33 -10.29 0.00
O 20.68 -27.57 -9.01 0.00
C 19.26 -25.64 -10.22 0.00
H 21.93 -27.89 -11.57 0.00
H 21.54 -26.20 -11.86 0.00
H 20.63 -27.55 -12.61 0.00
H 20.00 -24.85 -10.07 0.00
H 18.72 -25.56 -9.28 0.00
H 18.51 -25.30 -10.94 0.00
C 28.05 -28.31 -2.57 0.00
S 26.81 -29.40 -3.38 0.00
O 25.81 -28.64 -4.22 0.00
C 27.89 -30.37 -4.53 0.00
H 28.81 -28.80 -1.95 0.00
H 27.50 -27.63 -1.93 0.00
H 28.62 -27.76 -3.32 0.00
H 28.44 -29.69 -5.18 0.00
H 27.21 -30.99 -5.12 0.00
H 28.64 -31.00 -4.05 0.00
C 22.88 -34.74 -5.88 0.00
S 21.44 -33.47 -6.03 0.00
O 21.96 -32.04 -5.77 0.00
C 21.42 -33.54 -7.86 0.00
H 23.45 -34.61 -4.96 0.00
H 23.58 -34.83 -6.71 0.00
H 22.40 -35.69 -6.10 0.00
H 22.40 -33.35 -8.30 0.00
H 20.75 -32.71 -8.09 0.00
H 21.00 -34.48 -8.22 0.00
```

Results
**Total charge**: +1
**2S+1**: 3
**Gap between HOMO and LUMO (alpha / beta)**: 0.180 / 0.178 hartree
**Energy relative to the best compared isomer or geometry (same formula, charge and spin)**: 195.9 kcal per mole
**DFT total energy**: -3490.824974 Eh


This record from OMol25 describes a 3-piece molecular cluster, C14H36N2O6 overall. The level of theory is ωB97M-V/def2-TZVPD.

XYZ file:
```
58
Properties=species:S:1:pos:R:3:nbo_charge:R:1
C -1.49 3.22 -1.90 -0.08
C -0.88 2.55 -0.70 -0.09
O 0.06 1.61 -1.16 -0.74
O -2.03 2.20 -2.78 -0.73
H -0.66 3.72 -2.39 0.16
H -2.23 3.93 -1.51 0.18
H -1.64 2.22 0.01 0.16
H -0.29 3.29 -0.17 0.16
H 0.67 1.44 -0.44 0.48
H -1.34 1.53 -2.86 0.48
C 3.70 2.74 2.31 -0.26
O 3.79 1.65 1.31 -0.56
C 5.20 1.27 0.95 -0.07
C 5.92 2.16 -0.02 -0.26
N 5.24 2.10 -1.34 -0.62
C 5.77 2.79 -2.48 -0.24
C 5.57 4.29 -2.61 -0.08
O 4.26 4.68 -2.13 -0.57
C 3.83 5.99 -2.40 -0.25
H 4.12 3.63 1.84 0.17
H 4.36 2.57 3.15 0.17
H 2.73 2.95 2.76 0.20
H 5.16 0.21 0.70 0.20
H 5.92 1.18 1.77 0.17
H 6.88 1.64 0.00 0.20
H 5.98 3.18 0.34 0.18
H 4.43 2.67 -1.13 0.36
H 5.63 2.18 -3.38 0.20
H 6.85 2.64 -2.44 0.18
H 5.53 4.53 -3.67 0.18
H 6.39 4.70 -2.04 0.17
H 4.30 6.46 -3.26 0.18
H 3.84 6.53 -1.45 0.18
H 2.78 5.96 -2.67 0.18
C -3.45 -2.58 3.06 -0.27
O -4.78 -2.14 3.03 -0.55
C -5.44 -2.57 1.78 -0.08
C -6.20 -3.96 1.82 -0.25
N -5.26 -5.11 1.78 -0.67
C -5.28 -6.25 0.83 -0.24
C -4.89 -5.84 -0.57 -0.07
O -3.50 -5.93 -0.82 -0.55
C -2.67 -4.95 -0.09 -0.26
H -3.23 -2.71 4.12 0.18
H -2.65 -2.01 2.59 0.17
H -3.41 -3.64 2.81 0.17
H -4.63 -2.56 1.04 0.17
H -6.00 -1.69 1.46 0.19
H -6.90 -3.98 0.98 0.20
H -6.74 -4.08 2.76 0.20
H -4.90 -5.23 2.71 0.37
H -6.22 -6.80 0.82 0.17
H -4.44 -6.83 1.21 0.22
H -5.08 -4.78 -0.76 0.17
H -5.48 -6.43 -1.27 0.19
H -1.65 -5.03 -0.46 0.20
H -2.47 -5.38 0.89 0.17
H -3.08 -3.95 0.05 0.18
```

Results
**Total charge**: 0
**Gap between HOMO and LUMO**: 0.326 hartree
**SMILES**: COCCNCCOC.COCCNCCOC.OCCO
**Energy relative to the best compared isomer or geometry (same formula, charge and spin)**: 65.5 kcal per mole
**DFT total energy**: -1115.729709 Eh


This record from OMol25 describes C14H37BrMnN3O4 as an isolated structure. The level of theory is ωB97M-V/def2-TZVPD.

XYZ file:
```
60
Properties=species:S:1:pos:R:3:mulliken_spin:R:1
Mn 15.34 3.94 4.87 4.72
Br 16.09 5.06 6.97 0.05
C 12.65 2.41 1.82 0.00
C 13.31 3.19 2.94 0.02
C 12.52 3.17 4.24 0.00
O 13.15 4.10 5.12 -0.01
C 12.40 4.30 6.32 0.02
N 14.73 2.75 3.16 0.01
H 12.53 1.36 2.15 0.00
H 13.28 2.34 0.93 0.00
H 11.64 2.74 1.57 0.00
H 13.39 4.22 2.60 0.00
H 12.43 2.14 4.62 0.00
H 11.51 3.50 3.99 0.00
H 12.69 5.28 6.69 0.00
H 12.66 3.55 7.06 0.00
H 11.34 4.32 6.11 0.00
H 14.76 1.74 3.36 0.01
H 15.13 2.77 2.22 0.01
C 16.51 1.03 7.75 0.00
C 16.16 1.23 6.30 0.00
C 16.24 -0.04 5.49 0.00
O 16.09 0.28 4.10 0.01
C 16.78 -0.56 3.20 0.00
N 14.83 1.91 6.09 0.06
H 17.58 0.87 7.86 0.00
H 15.96 0.22 8.24 0.00
H 16.26 1.91 8.35 0.00
H 16.93 1.91 5.92 0.02
H 15.54 -0.84 5.75 0.00
H 17.27 -0.38 5.65 0.00
H 16.13 -1.38 2.87 0.00
H 17.65 -1.02 3.67 0.00
H 17.07 0.03 2.33 0.00
H 14.23 1.25 5.62 0.00
H 14.44 2.08 7.01 0.01
C 18.53 2.77 3.97 0.01
O 17.41 3.69 3.94 0.01
C 17.89 5.00 3.57 0.00
C 16.87 6.17 3.65 0.00
N 15.46 5.67 3.49 0.01
C 14.48 6.75 3.58 0.03
C 14.25 7.44 2.27 0.00
O 13.50 6.54 1.47 0.00
C 13.13 7.04 0.20 0.00
H 18.74 2.50 5.00 0.00
H 19.41 3.22 3.53 0.00
H 18.20 1.92 3.38 0.00
H 18.14 4.92 2.50 0.00
H 18.80 5.26 4.09 0.00
H 17.17 6.85 2.85 0.00
H 16.97 6.66 4.62 0.00
H 15.58 5.46 2.50 0.02
H 14.74 7.49 4.34 0.01
H 13.51 6.32 3.83 0.00
H 15.16 7.72 1.71 0.00
H 13.73 8.39 2.43 0.00
H 12.06 7.29 0.19 0.00
H 13.36 6.32 -0.58 0.00
H 13.68 7.96 -0.04 0.00
```

Results
**Total charge**: +1
**2S+1**: 6
**Gap between HOMO and LUMO (alpha / beta)**: 0.318 / 0.345 hartree
**Energy relative to the best compared isomer or geometry (same formula, charge and spin)**: 10.3 kcal per mole
**DFT total energy**: -4745.696753 Eh


This record from OMol25 describes a 11-piece molecular cluster, C14H38N10O23S overall. The level of theory is ωB97M-V/def2-TZVPD.

XYZ file:
```
86
Properties=species:S:1:pos:R:3:lowdin_charge:R:1
C 1.93 -1.77 -1.16 -0.01
N 1.93 -3.25 -1.37 -0.39
O 1.01 -3.85 -0.86 0.00
O 2.77 -3.70 -2.06 0.14
H 1.75 -1.62 -0.09 0.06
H 1.12 -1.26 -1.68 0.06
H 2.91 -1.38 -1.42 0.07
C -3.14 1.58 0.10 0.11
N -2.87 0.91 -1.19 -0.31
O -1.93 1.35 -1.85 -0.12
O -3.62 0.02 -1.53 0.05
H -2.31 2.20 0.43 0.07
H -3.31 0.72 0.74 0.11
H -4.08 2.11 -0.11 0.13
C -1.47 -3.48 -0.43 0.08
N -1.23 -2.03 -0.36 -0.29
O -2.19 -1.28 -0.44 -0.03
O -0.09 -1.69 -0.14 -0.07
H -2.56 -3.55 -0.52 0.12
H -1.24 -4.08 0.45 0.12
H -0.92 -3.92 -1.27 0.10
C 5.07 1.05 -0.95 0.09
N 3.76 0.36 -1.29 -0.37
O 3.67 -0.15 -2.36 0.10
O 2.89 0.28 -0.41 -0.02
H 5.17 1.05 0.14 0.10
H 4.90 2.02 -1.41 0.11
H 5.94 0.56 -1.37 0.10
C 0.34 0.80 -0.68 0.02
N -0.04 0.12 0.59 -0.34
O 0.84 -0.44 1.26 -0.07
O -1.15 0.31 1.00 -0.10
H -0.17 0.27 -1.48 0.07
H 1.42 0.74 -0.80 0.07
H -0.01 1.81 -0.49 0.06
C -0.35 3.18 1.49 -0.01
N -0.30 3.22 2.96 -0.40
O -0.41 4.30 3.50 0.09
O -0.26 2.17 3.52 0.08
H -0.39 2.19 1.06 0.05
H 0.44 3.73 0.99 0.10
H -1.35 3.58 1.31 0.12
C 1.52 -2.90 1.74 0.04
N 1.24 -3.32 3.17 -0.36
O 0.78 -2.43 3.88 0.07
O 1.38 -4.52 3.54 0.04
H 0.69 -3.20 1.11 0.07
H 2.44 -3.40 1.43 0.11
H 1.83 -1.85 1.76 0.09
C 2.57 3.34 2.03 0.07
N 2.05 1.93 1.99 -0.30
O 2.28 1.26 2.97 0.13
O 1.37 1.53 1.01 -0.14
H 2.30 3.85 2.95 0.11
H 2.24 3.81 1.10 0.09
H 3.66 3.32 2.00 0.10
C -0.67 2.67 -3.06 0.04
N -1.28 3.42 -1.96 -0.36
O -0.86 3.20 -0.84 -0.06
O -2.22 4.19 -2.24 0.11
H -0.48 3.31 -3.92 0.11
H -1.29 1.79 -3.26 0.10
H 0.35 2.37 -2.78 0.10
C -1.17 0.03 3.22 -0.27
C -1.67 -1.18 2.53 -0.18
O -2.61 -1.60 3.53 -0.21
S -2.23 -1.31 5.16 0.80
O -1.40 -2.42 5.72 -0.27
O -3.35 -0.73 5.90 -0.25
O -1.20 -0.14 4.61 -0.17
H -1.80 0.81 2.79 0.13
H -0.17 0.18 2.83 0.10
H -0.86 -1.91 2.53 0.11
H -2.14 -1.03 1.55 0.11
C -1.65 -1.02 -5.15 -0.36
O -2.82 -0.93 -5.53 -0.01
N -1.24 -1.21 -3.91 -0.11
C 0.18 -1.10 -3.71 -0.05
C -2.14 -1.11 -2.71 -0.01
H -0.85 -0.78 -5.86 0.13
H 0.50 -1.95 -3.11 0.08
H 0.36 -0.17 -3.18 0.07
H 0.89 -1.01 -4.53 0.11
H -2.21 -2.01 -2.09 0.09
H -1.73 -0.33 -2.07 0.04
H -3.11 -0.66 -2.95 0.10
```

Results
**Total charge**: 0
**Gap between HOMO and LUMO**: 0.299 hartree
**SMILES**: C[N+](=O)[O-].C[N+](=O)[O-].C[N+](=O)[O-].C[N+](=O)[O-].C[N+](=O)[O-].C[N+](=O)[O-].C[N+](=O)[O-].C[N+](=O)[O-].C[N+](=O)[O-].O=S1(=O)OCCO1.CN(C)C=O
**DFT total energy**: -3230.964783 Eh